Computed, not measured: a structure of composition C14H28B3F8N4O4P2Ti, with the ωB97M-V functional and the def2-TZVPD basis.

Last column: Mulliken spin population.
Cartesian coordinates (Å):
Ti1 0.29272 -0.54886 -0.70235  0.97
C1 -1.36368 -0.98458 -4.69470  0.00
C2 -0.96768 -1.08089 -3.26733  -0.01
N1 0.12085 -0.62925 -2.77194  0.01
O1 1.09399 -0.02288 -3.47424  0.02
B1 2.36921 -0.09835 -2.67462  0.02
F1 3.41575 0.02518 -3.50370  0.00
F2 2.28092 -1.33377 -1.94489  -0.01
O2 2.53248 0.96324 -1.54597  0.03
N2 2.11314 0.42292 -0.35068  0.00
C3 2.94474 -0.17144 0.43257  0.00
C4 4.41817 -0.12361 0.28163  0.00
C5 2.28327 -1.10103 1.41963  0.02
N3 1.06531 -1.33972 1.09459  -0.06
O3 0.32117 -2.28738 1.69077  0.01
B2 -0.39460 -3.15980 0.59981  0.00
F3 -0.70887 -4.31072 1.21744  0.00
F4 0.56098 -3.19247 -0.43776  0.00
O4 -1.66295 -2.60916 -0.03030  0.01
N4 -1.30870 -1.78766 -1.06570  -0.06
C6 -1.78472 -1.85793 -2.25174  0.02
C7 -2.95373 -2.67043 -2.66085  0.00
C8 3.01394 -1.81179 2.50205  0.00
H1 -0.64863 -0.36813 -5.23255  0.00
H2 -2.35700 -0.54057 -4.77429  0.00
H3 -1.39805 -1.97479 -5.15122  0.00
H4 4.68854 0.58331 -0.49808  0.00
H5 4.78918 -1.11378 0.00502  0.00
H6 4.89131 0.14733 1.22688  0.00
H7 -3.21859 -3.37104 -1.87299  0.00
H8 -2.75315 -3.20708 -3.58649  0.00
H9 -3.79789 -2.00021 -2.84447  0.00
H10 4.08132 -1.61860 2.46730  0.00
H11 2.82825 -2.88326 2.40978  0.00
H12 2.63150 -1.51142 3.47982  0.00
C9 -1.73628 -0.52184 3.26311  0.03
P1 -1.77062 0.27406 1.62544  0.18
C10 -3.39462 -0.19299 0.94784  0.04
C11 -2.03578 2.05491 2.01822  -0.03
C12 -0.77252 2.66696 2.60165  0.07
P2 0.65173 2.27930 1.53711  0.43
C13 2.15584 2.37587 2.53720  0.05
C14 0.79316 3.46166 0.18864  0.06
H13 -0.82589 -0.25661 3.80188  0.00
H14 -1.73337 -1.60274 3.13197  0.00
H15 -2.60550 -0.22825 3.85431  0.01
H16 -4.18964 0.18221 1.59504  0.01
H17 -3.45762 -1.27756 0.88625  -0.01
H18 -3.51326 0.22969 -0.04820  0.00
H19 -2.86757 2.15925 2.71903  0.01
H20 -2.32273 2.55410 1.09136  0.00
H21 -0.54980 2.27177 3.59538  0.00
H22 -0.84409 3.75620 2.69177  0.01
H23 2.16576 3.32443 3.08117  0.03
H24 3.03081 2.33838 1.88965  -0.01
H25 2.19297 1.56093 3.25936  -0.01
H26 1.14257 4.41422 0.59601  0.03
H27 -0.17612 3.59471 -0.28592  -0.01
H28 1.50349 3.09217 -0.55245  -0.01
F5 -0.61310 1.15583 -1.00377  0.09
B3 -1.75829 1.88921 -2.01341  0.05
F6 -1.03019 2.25702 -3.07481  0.00
F7 -2.64315 0.87358 -2.21753  0.00
F8 -2.21470 2.88218 -1.20674  0.00

Its HOMO-LUMO gap (alpha / beta) is 7.648 / 6.399 eV. The electronic energy comes out at -94591.4565 eV. The value obtained for the HOMO energy (alpha / beta) is -11.88 / -12.45 eV. As for the spin multiplicity: 3. As for the charge: +1. As for the expectation value of S²: 2.007.



Computed, not measured: a structure of composition C14H28Br2O6, with the ωB97M-V functional and the def2-TZVPD basis.

Last column: natural (NBO) charge in e.
Cartesian coordinates (Å):
O1 -1.79847 2.53088 2.97053  -0.59
C1 -1.07974 3.22515 2.25158  0.80
O2 -1.02464 3.09548 0.86236  -0.53
C2 -1.81451 2.18880 0.17011  -0.09
C3 -1.09499 1.06379 -0.48209  -0.63
C4 -0.27140 4.40703 2.75461  -0.74
H1 -2.37285 2.77608 -0.55893  0.18
H2 -2.57810 1.78227 0.83326  0.19
H3 -1.75028 0.56706 -1.19759  0.22
H4 -0.74852 0.33089 0.24654  0.20
H5 -0.28543 1.52604 -1.04690  0.20
H6 -0.25333 5.32188 2.16230  0.25
H7 0.80983 4.29128 2.67937  0.25
H8 -0.47355 4.67739 3.79101  0.24
O3 -3.00622 -3.27348 2.13453  -0.60
C5 -1.92342 -2.72373 2.06733  0.80
O4 -1.07159 -2.81379 1.06339  -0.53
C6 -1.47279 -3.36662 -0.19573  -0.13
C7 -0.92364 -4.76383 -0.36495  -0.64
C8 -1.43272 -1.97701 3.24151  -0.72
H9 -1.03218 -2.62128 -0.85788  0.18
H10 -2.54816 -3.50434 -0.30845  0.20
H11 0.13534 -4.91749 -0.15747  0.21
H12 -0.94359 -5.09729 -1.40250  0.21
H13 -1.48518 -5.57591 0.09688  0.22
H14 -2.18111 -1.73873 3.99732  0.25
H15 -1.03420 -0.99940 2.97024  0.22
H16 -0.70537 -2.63143 3.72192  0.24
O5 2.59532 -0.82638 -1.96306  -0.64
C9 1.91604 -0.26629 -2.86649  0.82
O6 1.82311 1.04975 -3.07041  -0.51
C10 2.59375 1.98171 -2.29002  -0.09
C11 1.76222 2.69812 -1.21381  -0.65
C12 1.27352 -0.96351 -4.09812  -0.71
H17 3.03172 2.66275 -3.01973  0.20
H18 3.49281 1.58566 -1.81784  0.21
H19 1.38273 3.65355 -1.57608  0.22
H20 2.24207 2.80297 -0.24076  0.23
H21 0.80769 2.20611 -1.02698  0.21
H22 1.56197 -0.42910 -5.00327  0.24
H23 0.18405 -0.98755 -4.07400  0.24
H24 1.64377 -1.98155 -3.97721  0.24
Br1 -0.62496 -0.91108 -0.97890  0.13
C13 1.09538 -0.49009 -0.19329  -0.48
C14 0.90630 -0.65514 1.29638  -0.46
Br2 2.62291 -0.76994 2.25088  -0.03
H25 1.33592 0.55975 -0.36087  0.21
H26 1.88181 -1.13847 -0.57959  0.30
H27 0.49779 -1.64448 1.50240  0.26
H28 0.33488 0.08352 1.85850  0.22

Its HOMO-LUMO gap is 7.713 eV. The electronic energy comes out at -167333.4996 eV. The value obtained for the HOMO energy is -7.48 eV. The energy above the lowest of the compared OMol25 structures with the same formula, charge and spin comes out at 884.2 kJ/mol.



Computed, not measured: a structure of composition C14H28Cl2LuNOP2, with the ωB97M-V functional and the def2-TZVPD basis.

Last column: natural (NBO) charge in e.
Cartesian coordinates (Å):
C1 1.14447 -0.00663 -6.12975  -0.76
C2 0.70934 0.11466 -4.72746  0.64
H1 2.24945 0.03038 -6.15227  0.29
H2 0.73302 0.82705 -6.74249  0.31
H3 0.81175 -0.97914 -6.56125  0.32
O1 1.41920 0.07356 -3.67552  -0.67
Cl1 -1.04954 0.41133 -4.48086  0.10
Lu1 0.17672 0.19808 -1.78773  1.68
P1 -0.16197 2.55354 -0.61535  0.75
C3 0.89118 3.71618 0.31002  -0.91
C4 -0.00813 3.21275 -2.32102  -0.98
H4 -0.25302 4.27028 -2.21356  0.29
H5 -1.76071 4.28123 -0.40563  0.25
H6 -0.70835 2.75459 -3.03037  0.25
H7 -2.58265 2.70500 -0.67797  0.27
H8 1.94723 3.60478 0.02293  0.26
H9 1.01035 3.13079 -2.71931  0.25
C5 -1.78182 3.22057 -0.14292  -0.91
H10 0.52656 4.71808 0.04768  0.25
H11 -1.91746 3.10298 0.93754  0.27
H12 0.76704 3.53275 1.38931  0.28
P2 0.15428 -2.51709 -0.38148  0.76
C6 1.25252 -3.49937 0.72945  -0.92
C7 -1.40280 -3.27535 0.24983  -0.91
H13 -0.38635 -3.13658 -2.66680  0.24
H14 0.17590 -4.55791 -1.74585  0.27
H15 1.34743 -3.34176 -2.32600  0.24
C8 0.33883 -3.48912 -1.92542  -0.94
H16 -2.25489 -2.88575 -0.31180  0.25
H17 -1.35511 -4.36579 0.13139  0.25
H18 1.02779 -4.56906 0.61626  0.26
H19 1.10593 -3.22702 1.78423  0.26
H20 -1.54783 -3.04563 1.31237  0.26
H21 2.30465 -3.33334 0.47264  0.25
Cl2 -2.19684 -0.25307 -1.53677  -0.56
N1 -0.11597 -0.14407 1.64775  -0.84
C9 -0.05380 0.05274 3.01952  0.15
C10 1.18039 -0.08338 3.69589  -0.28
C11 1.19610 -0.07463 5.09759  -0.17
C12 0.01046 0.13603 5.82487  -0.23
C13 -1.19964 0.33378 5.14018  -0.17
C14 -1.23291 0.35091 3.74148  -0.28
H22 0.57426 -0.79700 1.24632  0.38
H23 -1.03444 -0.24320 1.23262  0.39
H24 2.09362 -0.28966 3.13652  0.21
H25 2.14184 -0.21187 5.62697  0.23
H26 0.02572 0.03550 6.91711  0.24
H27 -2.11922 0.48496 5.72029  0.23
H28 -2.19261 0.47394 3.22681  0.21

Its HOMO-LUMO gap is 4.926 eV. The electronic energy comes out at -95740.8436 eV. The value obtained for the HOMO energy is -12.75 eV. As for the charge: +2.



Computed, not measured: a cluster of 5 separate species, C14H28Cl4O6 in total, with the ωB97M-V functional and the def2-TZVPD basis.

Last column: Mulliken spin population.
Cartesian coordinates (Å):
C1 -1.96150 -2.54274 -0.46707  0.00
Cl1 -2.72226 -3.49935 0.87437  0.00
Cl2 -1.76391 -0.79987 -0.26875  0.00
H1 -0.91951 -2.80755 -0.64658  0.00
H2 -2.43457 -2.75759 -1.42526  0.00
C2 -5.76695 -2.38639 -0.61633  0.00
Cl3 -7.14013 -2.20494 -1.80431  0.00
Cl4 -6.25773 -2.47078 1.06095  0.00
H3 -5.32036 -3.35117 -0.85684  0.00
H4 -5.02102 -1.60428 -0.75774  0.00
O1 -1.79674 1.79606 1.10861  0.00
C3 -2.92768 2.18229 1.35256  0.00
O2 -3.29741 3.50741 1.27591  0.00
C4 -2.22107 4.46003 1.03022  0.00
C5 -2.76433 5.85183 1.27763  0.00
C6 -4.11793 1.26517 1.81894  0.00
H5 -2.05059 4.41612 -0.04547  0.00
H6 -1.30920 4.27238 1.59712  0.00
H7 -3.45684 6.13275 0.48415  0.00
H8 -1.84982 6.44038 1.20425  0.00
H9 -3.06624 5.90226 2.32377  0.00
H10 -4.88017 1.54699 1.09255  0.00
H11 -4.26746 1.58077 2.85148  0.00
H12 -3.95976 0.18877 1.88579  0.00
O3 2.86100 -4.00176 -0.41482  0.86
C7 2.93187 -3.21222 0.55982  -0.02
O4 3.74856 -3.19708 1.57366  0.05
C8 4.90012 -4.01345 1.47887  0.00
C9 5.85795 -3.58166 2.58641  0.00
C10 1.97705 -2.02281 0.68375  0.09
H13 5.43576 -3.88732 0.53798  0.00
H14 4.60232 -5.05522 1.59773  0.01
H15 5.95195 -2.49681 2.63509  0.00
H16 6.88892 -3.92511 2.50132  0.00
H17 5.55169 -3.83249 3.60199  0.00
H18 0.91706 -2.26527 0.60807  0.00
H19 2.31152 -1.34526 -0.10184  -0.01
H20 2.13409 -1.60349 1.67754  0.02
O5 1.17627 -0.77180 -2.48470  0.00
C11 0.84594 0.39065 -2.66730  0.00
O6 1.73269 1.46810 -2.71712  0.00
C12 3.01833 1.27271 -2.05320  0.00
C13 3.69045 2.66385 -2.03240  0.00
C14 -0.54134 0.78129 -2.91453  0.00
H21 3.58381 0.65190 -2.74814  0.00
H22 2.83587 0.88746 -1.05002  0.00
H23 4.66158 2.55722 -1.54908  0.00
H24 3.15815 3.50125 -1.58124  0.00
H25 3.83810 3.04674 -3.04220  0.00
H26 -1.13854 -0.05596 -3.27571  0.00
H27 -0.65791 1.57525 -3.65219  0.00
H28 -1.00011 1.35278 -2.10767  0.00

Its HOMO-LUMO gap (alpha / beta) is 7.754 / 2.721 eV. The electronic energy comes out at -77336.4298 eV. The value obtained for the HOMO energy (alpha / beta) is -12.14 / -12.14 eV. As for the spin multiplicity: 2. As for the charge: +1. As for the expectation value of S²: 0.756.



Computed, not measured: a cluster of 5 separate species, C14H28Cl4O9 in total, with the ωB97M-V functional and the def2-TZVPD basis.

Last column: natural (NBO) charge in e.
Cartesian coordinates (Å):
C1 -3.28043 -0.20556 22.12466  -0.64
C2 -3.67131 1.27908 21.90014  -0.07
O1 -2.71746 1.99281 21.11447  -0.53
C3 -1.59553 2.43705 21.67121  0.99
O2 -1.28704 2.26690 22.84758  -0.65
O3 -0.88807 3.05441 20.81856  -0.49
C4 -1.24583 3.45670 19.46712  -0.26
H1 -3.32705 -0.82947 21.23210  0.20
H2 -3.94911 -0.60248 22.88847  0.22
H3 -2.25364 -0.33894 22.46528  0.23
H4 -3.71699 1.83362 22.83742  0.20
H5 -4.63812 1.24352 21.39803  0.19
H6 -0.37177 3.92065 19.01011  0.20
H7 -2.09035 4.14109 19.38655  0.21
H8 -1.55420 2.67619 18.77155  0.19
C5 -10.44216 3.51606 24.44715  -0.63
C6 -10.59315 4.77252 23.53255  -0.08
O4 -9.31108 5.19841 23.05839  -0.48
C7 -9.30716 6.29203 22.33946  0.99
O5 -10.26667 6.95555 21.94879  -0.63
O6 -7.94512 6.56502 22.07300  -0.52
C8 -7.57042 7.80098 21.51445  -0.26
H9 -11.39192 3.30207 24.93731  0.22
H10 -9.68903 3.61289 25.22915  0.22
H11 -10.19957 2.63550 23.85228  0.21
H12 -11.19452 5.51200 24.06134  0.19
H13 -11.25522 4.57856 22.68866  0.19
H14 -6.52382 7.71140 21.22343  0.19
H15 -7.54524 8.64904 22.19875  0.19
H16 -8.13788 7.97237 20.59973  0.19
C9 -6.39276 4.44938 15.57721  -0.63
C10 -5.22213 3.87409 14.86239  -0.09
O7 -5.05785 2.51770 15.20453  -0.49
C11 -4.34486 2.28422 16.35903  1.00
O8 -3.84827 3.15391 17.08384  -0.67
O9 -4.41423 0.98078 16.62336  -0.50
C12 -3.69769 0.30761 17.64779  -0.25
H17 -6.45291 4.11331 16.61237  0.21
H18 -7.33392 4.17248 15.10221  0.21
H19 -6.39505 5.53713 15.64721  0.22
H20 -4.37759 4.50192 15.14645  0.20
H21 -5.43554 3.93924 13.79548  0.20
H22 -2.73513 0.79085 17.81529  0.19
H23 -3.49612 -0.71882 17.34134  0.21
H24 -4.35541 0.45450 18.50449  0.19
Cl1 -4.22744 5.46413 20.62717  -0.03
C13 -5.09830 5.36460 19.13098  -0.42
Cl2 -4.27179 6.24071 17.87444  -0.02
H25 -5.14325 4.32216 18.81567  0.25
H26 -5.99612 5.94904 19.33206  0.23
Cl3 -3.18005 6.67738 24.67240  -0.04
C14 -3.22700 5.03991 23.98791  -0.37
Cl4 -3.37332 3.97168 25.45065  -0.05
H27 -4.15600 4.99197 23.41979  0.23
H28 -2.29084 4.81439 23.47718  0.24

Its HOMO-LUMO gap is 10.751 eV. As for the structure (SMILES): CCOC(=O)OC.CCOC(=O)OC.CCOC(=O)OC.ClCCl.ClCCl. The electronic energy comes out at -83488.3555 eV. The value obtained for the HOMO energy is -10.39 eV. The energy above the lowest of the compared OMol25 structures with the same formula, charge and spin comes out at 163.5 kJ/mol.



Computed, not measured: a structure of composition C14H28F3MnN4O10S, with the ωB97M-V functional and the def2-TZVPD basis.

Last column: Mulliken spin population.
Cartesian coordinates (Å):
Mn1 14.62217 13.13063 14.43911  4.66
C1 14.16639 12.52733 19.23273  0.01
F1 14.23848 11.51826 20.10237  0.00
F2 12.94794 12.78030 18.83679  0.00
F3 14.71662 13.54501 19.83127  0.00
S1 15.24420 12.03881 17.61252  0.02
O1 14.95677 10.63023 17.41115  0.00
O2 14.80490 12.86600 16.45990  0.06
O3 16.63400 12.15128 18.07033  0.00
C2 14.40503 15.66622 13.93879  -0.03
O4 14.41047 16.93279 14.00535  0.01
O5 15.49213 15.17570 13.93844  0.07
O6 13.52262 14.83641 13.96303  0.06
C3 14.44208 12.15437 11.47338  0.01
O7 14.14257 12.62196 12.54446  0.06
N1 13.65031 12.22375 10.39657  0.00
C4 13.97531 11.47728 9.12203  0.00
C5 12.34557 12.92114 10.41907  0.00
H1 15.32950 11.54075 11.25394  0.00
H2 13.84003 12.27086 8.38714  0.00
H3 13.27167 10.69877 8.82721  0.00
H4 15.03592 11.22904 9.08222  0.00
H5 11.61006 12.19877 10.77304  0.00
H6 12.18925 13.74368 11.11699  0.00
H7 12.03761 13.21302 9.41505  0.00
C6 14.46523 9.62736 14.20717  0.01
O8 14.85490 10.76524 14.29489  -0.03
N2 15.09112 8.58110 13.60905  0.00
C7 14.64024 7.18603 13.63498  0.00
C8 16.45632 8.64078 13.00880  0.00
H8 13.55153 9.31279 14.73480  0.00
H9 13.61773 6.96850 13.94359  0.00
H10 15.30172 6.63452 14.30310  0.00
H11 14.73177 6.63976 12.69619  0.00
H12 17.20031 8.11553 13.60772  0.00
H13 16.40455 8.15436 12.03473  0.00
H14 16.76002 9.67018 12.81855  0.00
C9 17.79383 12.79792 15.20250  0.01
O9 16.77495 12.66825 14.50528  0.02
N3 18.72874 11.81288 15.37596  0.00
C10 20.05946 12.01865 16.02270  0.00
C11 18.33435 10.46170 14.94197  0.00
H15 18.12496 13.70051 15.73907  0.00
H16 20.12530 11.27503 16.81693  0.00
H17 20.26677 13.04190 16.33587  0.00
H18 20.86484 11.76957 15.33174  0.00
H19 17.26113 10.27828 14.89023  0.00
H20 18.81042 10.11863 14.02340  0.00
H21 18.58532 9.73905 15.71842  0.00
C12 11.62597 11.41225 14.58525  0.01
O10 12.55482 12.16498 14.83672  0.02
N4 11.23654 10.32927 15.34388  0.00
C13 10.16501 9.52121 14.90735  0.00
C14 11.78885 10.07885 16.73956  0.00
H22 11.03504 11.51016 13.66144  0.00
H23 10.56087 8.51367 15.03485  0.00
H24 9.90942 9.64770 13.85532  0.00
H25 9.26144 9.69107 15.49287  0.00
H26 11.20455 10.57563 17.51408  0.00
H27 11.94761 9.00192 16.79553  0.00
H28 12.79824 10.48263 16.81834  0.00

Its HOMO-LUMO gap (alpha / beta) is 3.390 / 3.592 eV. The electronic energy comes out at -91716.2834 eV. The value obtained for the HOMO energy (alpha / beta) is -1.53 / -1.73 eV. As for the spin multiplicity: 6. As for the charge: -1. As for the expectation value of S²: 8.755. The energy above the lowest of the compared OMol25 structures with the same formula, charge and spin comes out at 41.1 kJ/mol.